Record 1
Formula: C5H8O
Source: OMol25
Level of theory: ωB97M-V/def2-TZVPD

The geometry in XYZ format:
```
14
Properties=species:S:1:pos:R:3:lowdin_charge:R:1
C 1.916 -0.530 -0.044 -0.101
C 0.658 0.275 -0.251 -0.214
C -0.658 -0.328 -0.502 -0.420
C -1.872 0.356 -0.461 -0.081
C -0.724 0.927 1.721 -0.010
O -0.850 0.422 2.742 0.062
H 2.384 -0.254 0.913 0.080
H 1.693 -1.605 0.000 0.078
H 2.668 -0.360 -0.829 0.074
H 0.763 1.339 -0.461 0.109
H -0.036 -0.178 -1.534 0.199
H -0.678 -1.407 -0.336 0.128
H -1.917 1.426 -0.655 0.052
H -2.803 -0.196 -0.555 0.045
```

Summary:
- Kohn-Sham gap (eV) = 8.1
- HOMO (eV) = -7.2



Record 2
Formula: C25H23CoN6OS
Source: OMol25
Level of theory: ωB97M-V/def2-TZVPD

The geometry in XYZ format:
```
57
Properties=species:S:1:pos:R:3:lowdin_spin:R:1
Co -0.595 -1.103 -0.148 2.675
O -0.566 -0.478 1.795 0.070
C -0.106 -1.348 2.714 0.006
C 0.415 -0.846 3.947 0.004
C 0.729 -1.667 5.006 0.002
C 0.618 -3.064 4.866 0.003
C 0.010 -3.570 3.738 0.001
C -0.332 -2.766 2.602 0.004
C -0.864 -3.388 1.422 0.018
N -1.354 -2.805 0.282 0.046
C -1.662 -3.824 -0.635 0.002
C -1.456 -5.015 -0.022 0.005
N -1.019 -4.732 1.253 0.004
H 0.547 0.250 3.969 0.000
H 1.197 -1.283 5.891 0.000
H 1.058 -3.805 5.583 0.000
H -0.210 -4.674 3.705 0.000
H -2.070 -3.553 -1.652 0.000
H -1.462 -6.015 -0.421 0.000
H -0.857 -5.397 1.999 0.000
C 0.667 -2.006 -4.190 0.002
C 0.320 -2.254 -2.857 0.000
N -0.364 -1.370 -2.116 0.039
C -0.743 -0.181 -2.770 0.000
C -0.359 0.113 -4.134 0.001
C 0.436 -0.859 -4.852 -0.005
C -0.565 1.413 -4.672 -0.001
C -1.100 2.378 -3.873 0.001
C -1.552 2.147 -2.540 0.000
C -2.154 3.103 -1.665 0.001
C -2.321 2.818 -0.332 0.001
C -2.152 1.481 0.054 0.006
N -1.690 0.521 -0.760 0.038
C -1.374 0.816 -2.033 0.003
H 1.345 -2.708 -4.596 0.001
H 0.531 -3.150 -2.384 0.000
H 0.611 -0.745 -5.884 0.000
H -0.080 1.594 -5.653 0.000
H -1.115 3.404 -4.243 0.000
H -2.348 4.113 -2.096 0.000
H -2.790 3.567 0.300 0.000
H -2.167 1.217 1.103 0.000
S 1.511 0.052 -0.589 0.045
C 1.680 1.511 0.290 0.012
N 1.056 1.747 1.410 0.003
C 0.980 3.045 2.065 0.000
C 2.132 3.949 1.672 0.000
C 2.476 3.864 0.165 0.001
N 2.440 2.439 -0.312 0.005
H 0.472 0.934 1.677 0.000
H 1.020 2.930 3.171 0.000
H 0.006 3.558 1.880 0.000
H 3.102 3.721 2.272 0.000
H 1.853 4.987 1.988 0.000
H 3.410 4.391 -0.027 0.000
H 1.765 4.469 -0.355 0.000
H 3.040 2.074 -1.006 0.001
```

Summary:
- <S²> = 3.76
- Kohn-Sham gap (alpha / beta) (eV) = 6.8 / 7.0
- net charge = +1
- HOMO (alpha / beta) (eV) = -10.1 / -10.2
- 2S+1 = 4



Record 3
Formula: C36H29AsN7NaO2S4
Source: OMol25
Level of theory: ωB97M-V/def2-TZVPD

The geometry in XYZ format:
```
80
Properties=species:S:1:pos:R:3:lowdin_charge:R:1
Na 0.615 1.537 1.619 0.051
N 0.961 2.050 -3.885 0.107
C 1.279 3.418 -3.917 -0.246
C 1.724 4.005 -5.091 -0.038
C 2.023 5.363 -5.130 -0.109
C 1.904 6.128 -3.985 -0.107
C 1.483 5.532 -2.800 -0.098
C 1.144 4.190 -2.765 -0.438
S 0.546 3.454 -1.281 0.988
N 0.773 1.809 -1.537 -0.198
C 0.930 1.320 -2.694 -0.347
C 1.081 -0.163 -2.853 -0.203
C 0.973 -0.779 -4.097 -0.031
C 1.154 -2.151 -4.183 -0.077
C 1.437 -2.860 -3.035 -0.060
C 1.504 -2.161 -1.835 -0.114
N 1.332 -0.850 -1.742 0.155
H 1.283 1.541 -4.689 0.103
H 1.831 3.395 -5.982 0.106
H 2.360 5.809 -6.057 0.093
H 2.152 7.182 -3.999 0.095
H 1.418 6.114 -1.889 0.106
H 0.716 -0.232 -4.995 0.098
H 1.058 -2.653 -5.138 0.104
H 1.571 -3.932 -3.047 0.104
H 1.698 -2.680 -0.903 0.103
C -0.934 5.793 1.150 -0.068
O -1.380 5.363 2.436 -0.034
C -1.120 4.059 2.690 -0.547
O -0.656 3.301 1.866 0.011
N -1.451 3.732 3.955 0.006
N -1.103 2.510 4.547 0.047
H -1.068 6.873 1.140 0.086
H -1.527 5.330 0.361 0.084
H 0.114 5.535 1.006 0.083
H -1.659 4.485 4.587 0.134
H -1.707 1.775 4.183 -0.056
H -0.132 2.268 4.337 -0.003
S 1.846 0.642 3.903 0.534
C 3.501 0.836 3.403 -0.812
C 4.430 -0.022 4.091 -0.350
N 5.153 -0.717 4.663 0.108
C 4.003 1.662 2.429 -0.833
S 3.112 2.772 1.427 0.445
C 5.421 1.637 2.187 -0.349
N 6.554 1.649 1.967 0.101
S -2.229 -0.436 3.493 0.513
C -3.356 -1.585 2.855 -0.788
C -4.519 -1.983 3.544 -0.150
C -5.376 -2.939 3.031 -0.136
C -5.116 -3.544 1.803 -0.141
C -3.978 -3.168 1.099 -0.133
C -3.109 -2.211 1.609 -0.451
As -1.547 -1.501 0.693 1.282
C -1.621 -2.703 -0.899 -0.401
C -1.246 -4.046 -0.898 -0.113
C -1.350 -4.820 -2.047 -0.109
C -1.831 -4.262 -3.225 -0.125
C -2.197 -2.923 -3.246 -0.115
C -2.087 -2.156 -2.092 -0.135
C -0.108 -2.432 1.632 -0.416
C -0.312 -3.537 2.453 -0.121
C 0.762 -4.124 3.107 -0.095
C 2.044 -3.607 2.958 -0.090
C 2.252 -2.495 2.156 -0.092
C 1.176 -1.916 1.497 -0.170
H -4.723 -1.520 4.502 0.082
H -6.259 -3.222 3.596 0.083
H -5.787 -4.294 1.400 0.077
H -3.774 -3.629 0.140 0.082
H -0.869 -4.492 0.015 0.096
H -1.058 -5.864 -2.022 0.094
H -1.913 -4.865 -4.123 0.089
H -2.564 -2.474 -4.162 0.093
H -2.367 -1.107 -2.117 0.092
H -1.317 -3.913 2.607 0.101
H 0.593 -4.972 3.761 0.091
H 2.876 -4.041 3.500 0.097
H 3.235 -2.048 2.081 0.105
H 1.327 -1.034 0.883 0.073
```

Summary:
- Kohn-Sham gap (eV) = 4.3
- net charge = -2
- HOMO (eV) = -0.9



Record 4
Formula: C9H14FN2P
Source: OMol25
Level of theory: ωB97M-V/def2-TZVPD

The geometry in XYZ format:
```
27
Properties=species:S:1:pos:R:3:lowdin_charge:R:1
C -1.620 -2.327 0.887 -0.093
N -0.686 -1.361 0.444 -0.034
C -1.045 -0.033 0.321 -0.251
C -2.400 0.234 0.004 -0.052
C -2.969 1.464 -0.261 -0.083
C -2.153 2.578 -0.160 -0.079
C -0.780 2.370 -0.014 -0.091
C -0.186 1.133 0.354 -0.304
P 1.559 1.096 0.860 0.987
F 1.976 2.347 -0.101 -0.323
N 2.101 -0.350 -0.128 -0.446
C 1.869 -0.314 -1.619 -0.088
C 3.272 -0.960 0.540 -0.171
H -2.417 -1.839 1.219 0.024
H -1.117 -2.755 1.703 0.081
H -1.989 -3.024 0.177 0.084
H 0.281 -1.531 0.213 0.090
H -3.133 -0.646 -0.124 0.129
H -3.983 1.412 -0.471 0.081
H -2.469 3.538 -0.277 0.067
H -0.230 3.204 0.010 0.050
H 2.931 -0.435 -1.964 0.087
H 1.198 -1.181 -1.858 0.082
H 1.403 0.658 -1.808 0.064
H 3.446 -0.569 1.617 0.083
H 3.043 -1.982 0.557 0.044
H 4.097 -0.727 -0.121 0.061
```

Summary:
- Kohn-Sham gap (eV) = 8.5
- HOMO (eV) = -7.6
- SMILES = CNc1ccccc1P(F)N(C)C